(i)
C14H44O8 | the ωB97M-V functional and the def2-TZVPD basis

The geometry in XYZ format:
```
66
Properties=species:S:1:pos:R:3
C 16.6868 28.2416 -8.2473
C 15.7050 27.8637 -9.2534
C 15.2259 26.3835 -9.2099
O 14.5292 28.5526 -9.1550
H 16.3412 27.7131 -7.3588
H 16.6952 29.3313 -8.2675
H 17.6475 27.7816 -8.4786
H 16.1929 27.9362 -10.2254
H 16.0960 25.7655 -9.4317
H 14.5489 26.1030 -10.0168
H 14.6956 26.0901 -8.3039
H 14.4109 29.0679 -9.9563
C 13.2402 21.1742 -5.2676
C 14.1404 22.4027 -5.1203
C 15.0431 22.3324 -3.9831
O 15.0189 22.6328 -6.1816
H 12.3766 21.4012 -5.8927
H 12.9287 20.8269 -4.2825
H 13.6839 20.3391 -5.8098
H 13.5946 23.3450 -5.0723
H 15.7007 23.1978 -3.9007
H 15.6049 21.4084 -4.1204
H 14.4585 22.2585 -3.0661
H 15.4728 21.7964 -6.3083
C 14.8295 28.2588 -3.7399
C 13.9394 27.4282 -4.5877
C 13.6933 25.9545 -4.0770
O 12.6345 27.9857 -4.7255
H 14.9528 29.2291 -4.2209
H 15.7932 27.7540 -3.6721
H 14.4894 28.3851 -2.7121
H 14.4336 27.3788 -5.5579
H 14.6642 25.4613 -4.1237
H 13.0252 25.4275 -4.7583
H 13.4195 25.8173 -3.0309
H 12.5212 28.2858 -5.6303
C 7.9571 25.5188 -11.1302
C 9.0370 26.5470 -10.7403
C 8.4623 27.9104 -10.9763
O 9.5151 26.4911 -9.3825
H 7.0480 25.5030 -10.5290
H 8.4094 24.5271 -11.1216
H 7.7413 25.5031 -12.1985
H 9.9237 26.3925 -11.3552
H 7.8780 28.0056 -11.8916
H 9.3035 28.5967 -11.0740
H 7.7912 28.3426 -10.2341
H 10.1380 25.7716 -9.2561
C 11.9980 24.6005 -7.5529
O 11.8938 24.3173 -8.9809
H 11.9112 23.6420 -7.0412
H 12.8831 25.1924 -7.3194
H 11.1458 25.2584 -7.3828
H 12.7276 23.8827 -9.1744
C 10.6554 22.6832 -11.3952
O 10.1472 21.7481 -12.3454
H 9.8693 22.8766 -10.6653
H 11.5681 22.3604 -10.8943
H 10.9781 23.5960 -11.8959
H 9.7154 21.0704 -11.8202
O 14.3297 23.5708 -10.2376
H 14.9645 24.2810 -10.3322
H 14.2301 23.2186 -11.1220
O 9.6783 28.0060 -6.9933
H 9.3732 27.6358 -7.8216
H 10.6329 27.9609 -7.0475
```

The net charge is 0. The HOMO energy is -10.0259 eV. The spin multiplicity is 1. Its SMILES is CC(C)O.CC(C)O.CC(C)O.CC(C)O.CO.CO.O.O.

=====

(ii)
C14H44O8 | the ωB97M-V functional and the def2-TZVPD basis

The geometry in XYZ format:
```
66
Properties=species:S:1:pos:R:3
C 0.9466 -3.6423 -3.6737
C 0.8165 -3.2562 -2.2034
C -0.6155 -2.8478 -1.9307
O 1.2384 -4.2358 -1.2599
H 0.6336 -4.6509 -3.9437
H 1.9443 -3.5947 -4.1100
H 0.4531 -2.9438 -4.3494
H 1.3734 -2.3417 -1.9994
H -0.7822 -2.4719 -0.9212
H -1.3435 -3.6423 -2.0952
H -0.8477 -2.0592 -2.6464
H 2.1469 -4.0289 -1.0287
C -0.8555 0.0597 0.9552
C -0.2880 0.7853 -0.3074
C 1.2620 0.7298 -0.5978
O -0.8463 0.3254 -1.5068
H -1.8967 0.3323 1.1274
H -0.2307 0.4400 1.7634
H -0.6919 -1.0171 0.9964
H -0.6509 1.8095 -0.2209
H 1.6782 1.0658 -1.5476
H 1.6242 -0.2794 -0.4020
H 1.7125 1.3002 0.2145
H -1.7444 0.6519 -1.4154
C 3.6819 -4.7443 2.4077
C 2.9449 -3.9603 1.3026
C 2.5062 -2.5192 1.7454
O 3.7542 -3.9123 0.2245
H 4.6110 -4.2854 2.7458
H 3.9071 -5.7635 2.0938
H 3.0157 -4.6541 3.2657
H 2.0164 -4.5305 1.2737
H 3.3760 -1.9132 1.9990
H 1.8036 -2.5112 2.5787
H 2.0092 -2.0103 0.9196
H 4.6201 -3.6239 0.5223
C -2.3623 3.7377 1.4205
C -2.6370 4.3667 2.7625
C -4.1094 4.5925 2.9709
O -1.9821 3.6248 3.7646
H -2.8453 4.2476 0.5870
H -2.7299 2.7121 1.3856
H -1.2879 3.5657 1.3545
H -2.2327 5.3785 2.7323
H -4.1812 4.9573 3.9955
H -4.5987 3.6199 2.9185
H -4.6217 5.2688 2.2867
H -1.1360 4.0783 3.7573
C 3.7630 2.4661 1.3209
O 3.4211 3.5164 2.2615
H 3.5847 1.4394 1.6406
H 3.2652 2.6778 0.3746
H 4.8328 2.4272 1.1156
H 3.9027 4.3282 2.0866
C -4.4132 0.7673 -0.4308
O -3.5971 1.4500 -1.4262
H -5.4417 0.8735 -0.7758
H -4.0773 -0.2263 -0.1341
H -4.4442 1.1789 0.5779
H -4.3047 1.8272 -1.9541
O -3.5129 -0.7915 -3.7987
H -3.2352 -0.2858 -3.0349
H -4.2087 -0.2664 -4.1942
O 2.2745 2.0944 -4.2737
H 2.2855 2.1768 -5.2273
H 1.3473 2.1369 -4.0398
```

The net charge is 0. The HOMO energy is -9.5608 eV. The spin multiplicity is 1. Its SMILES is CC(C)O.CC(C)O.CC(C)O.CC(C)O.CO.CO.O.O.

=====

(iii)
C14H44O8 | the ωB97M-V functional and the def2-TZVPD basis

The geometry in XYZ format:
```
66
Properties=species:S:1:pos:R:3
C -0.9360 -4.5295 1.9291
C 0.0544 -3.5804 1.2793
O 0.1381 -3.7936 -0.1248
H -0.5980 -5.5604 1.7780
H -1.9050 -4.4438 1.4405
H -1.0091 -4.3527 3.0009
H 1.0170 -3.6479 1.7912
H -0.3069 -2.5556 1.4208
H 0.8247 -4.4403 -0.3053
C -1.5608 1.8315 3.1718
C -0.1595 2.3789 3.3705
O 0.4773 2.6618 2.1321
H -2.2368 2.6244 2.8454
H -1.9735 1.4524 4.1112
H -1.5716 1.0460 2.4171
H 0.4463 1.6791 3.9646
H -0.1766 3.3225 3.9169
H 0.6636 1.8157 1.6969
C 3.9671 0.4253 2.2495
C 3.4778 -0.7123 3.1070
O 2.2966 -1.2467 2.4894
H 4.1823 0.0730 1.2382
H 4.8926 0.8362 2.6549
H 3.2331 1.2303 2.2030
H 3.2482 -0.3447 4.1120
H 4.2458 -1.4865 3.1901
H 1.8325 -1.8032 3.1212
C 5.4500 1.9751 -2.2823
C 3.9822 1.6077 -2.3468
O 3.8004 0.5847 -3.3474
H 6.0891 1.0964 -2.2330
H 5.6399 2.5801 -1.3898
H 5.7424 2.6043 -3.1240
H 3.3781 2.4830 -2.6002
H 3.6390 1.2285 -1.3769
H 2.8607 0.5062 -3.5264
C -5.2272 -0.4904 -1.8220
C -3.9579 0.2930 -2.0249
O -4.1083 1.3461 -2.9992
H -6.0435 0.1360 -1.4630
H -5.0711 -1.2707 -1.0688
H -5.5313 -1.0065 -2.7341
H -3.1388 -0.3665 -2.3268
H -3.6260 0.7985 -1.1192
H -4.0915 0.9435 -3.8710
C -0.2486 0.6819 -1.3732
C 0.6930 -0.2311 -0.6232
O 0.7582 0.2401 0.7128
H -0.3869 0.3816 -2.4126
H 0.1339 1.7034 -1.3731
H -1.2135 0.6537 -0.8686
H 1.6920 -0.2566 -1.0852
H 0.3461 -1.2721 -0.6504
H 1.3077 -0.3643 1.2353
C -1.7886 -2.5933 -2.6176
O -2.3201 -2.5024 -1.3021
H -2.6246 -2.7027 -3.3071
H -1.2306 -1.6919 -2.8878
H -1.1448 -3.4687 -2.7293
H -1.6050 -2.7245 -0.6955
C -2.1523 3.2744 -0.2531
O -3.2814 4.0851 -0.5402
H -1.7113 3.6138 0.6785
H -2.4383 2.2234 -0.1347
H -1.3881 3.3310 -1.0348
H -3.7465 3.6907 -1.2838
```

The net charge is 0. The HOMO energy is -9.6653 eV. The spin multiplicity is 1. Its SMILES is CCO.CCO.CCO.CCO.CCO.CCO.CO.CO.

=====

Energies in kJ/mol, measured from the most stable structure: (i) 57.6; (ii) 104.9; (iii) 0.0.

=====

(i)
CHFINO2 | the ωB97M-V functional and the def2-TZVPD basis

The geometry in XYZ format:
```
7
Properties=species:S:1:pos:R:3
C 1.2390 -1.1806 0.5365
N -1.8907 1.3428 -0.7199
O -2.0734 1.7006 -1.8360
O -1.0699 0.6653 -0.1799
F 0.5509 -1.7446 1.5165
I 2.5611 0.3021 1.0672
H 0.6829 -1.0856 -0.3845
```

The net charge is 0. The HOMO energy (alpha / beta) is -10.1704 / -8.2990 eV. The spin multiplicity is 1.

=====

(ii)
CHFINO2 | the ωB97M-V functional and the def2-TZVPD basis

The geometry in XYZ format:
```
7
Properties=species:S:1:pos:R:3
O 0.0125 2.0308 0.6145
C -0.6720 1.1211 0.4757
N -1.3246 0.1307 0.5755
I -2.0740 -1.3722 -0.3588
O 0.9718 -0.2505 -0.3331
F 2.1686 -0.5443 -1.0427
H 0.9177 -1.1156 0.0689
```

The net charge is 0. The HOMO energy is -9.8633 eV. The spin multiplicity is 1. Its SMILES is O=C=NI.OF.

=====

Energies in kJ/mol, measured from the most stable structure: (i) 90.9; (ii) 0.0.

=====

(i)
C8H23NNaO7P | the ωB97M-V functional and the def2-TZVPD basis

The geometry in XYZ format:
```
41
Properties=species:S:1:pos:R:3
Na 1.2878 1.2404 0.3655
P 2.7194 3.0220 1.6916
O 1.3949 3.1548 2.5204
O 3.2249 1.5929 1.9761
O 3.7797 4.0602 2.1494
O 2.4544 3.2753 0.1894
C -0.5561 -1.9142 -0.6113
C 0.8146 -2.1685 0.0389
C 1.3273 -3.6002 -0.2567
O 1.4180 -3.7494 -1.6523
C 1.8636 -5.0504 -2.0183
N 1.7853 -1.1411 -0.3404
H -0.5010 -2.0117 -1.6947
H -0.9308 -0.9169 -0.3759
H -1.2716 -2.6015 -0.1553
H 0.7450 -2.0627 1.1252
H 0.6047 -4.3007 0.1820
H 2.2727 -3.7441 0.2761
H 2.1020 -5.0184 -3.0779
H 1.1235 -5.8163 -1.7668
H 2.7376 -5.3147 -1.4144
H 2.6560 -1.3057 0.1556
H 1.9757 -1.3517 -1.3182
C -2.9905 2.3185 -1.8723
C -1.5972 1.8180 -2.3189
O -0.6640 1.9257 -1.2610
H -3.7938 2.2973 -2.6106
H -2.9128 3.3320 -1.4704
H -3.3426 1.7186 -1.0299
H -1.2317 2.4139 -3.1576
H -1.6926 0.7408 -2.4628
H -0.5753 2.8783 -1.1165
C -2.4536 1.9334 2.8378
C -1.2914 1.7390 1.8366
O -0.1519 1.1615 2.4070
H -3.0469 1.0162 2.8984
H -3.1180 2.7375 2.5133
H -2.0936 2.1178 3.8495
H -0.9937 2.6668 1.3406
H -1.6038 1.0102 1.0789
H 0.5259 1.8969 2.5501
```

The net charge is -2. The HOMO energy is 1.7152 eV. The spin multiplicity is 1.

=====

(ii)
C8H23NNaO7P | the ωB97M-V functional and the def2-TZVPD basis

The geometry in XYZ format:
```
41
Properties=species:S:1:pos:R:3
Na -17.2069 29.4949 -4.7314
P -15.1882 31.2661 -5.6457
O -14.3159 31.8084 -4.4441
O -16.6997 31.6330 -5.3606
O -15.1522 29.6889 -5.9174
O -14.8001 32.0386 -6.8841
C -17.7846 26.2308 -4.8304
C -19.2366 26.6752 -4.8904
C -19.9022 26.6144 -3.4868
O -21.3159 26.5319 -3.6201
C -22.1016 26.0499 -2.6270
N -19.3188 28.0085 -5.3969
H -17.1048 26.7996 -4.1961
H -17.2692 26.3680 -5.7810
H -17.8202 25.1698 -4.5835
H -19.8488 26.0518 -5.5421
H -19.6321 27.4908 -2.8977
H -19.5434 25.8067 -2.8489
H -21.6656 25.1099 -2.2889
H -23.1228 25.7870 -2.9027
H -22.0107 26.6960 -1.7538
H -20.3242 28.0807 -5.3325
H -19.1641 27.8942 -6.3884
C -17.5996 30.9116 -0.1569
C -16.2876 30.3600 -0.8461
O -16.3339 30.6162 -2.3172
H -18.4431 30.4106 -0.6318
H -17.8659 31.9454 -0.3770
H -17.6479 30.6329 0.8957
H -16.2927 29.2842 -0.6712
H -15.3989 30.7600 -0.3580
H -15.4888 30.3864 -2.7104
C -12.4518 27.4504 -3.5361
C -13.9185 27.5292 -3.3613
O -14.4320 28.7768 -3.1123
H -11.9430 27.9957 -2.7412
H -12.2424 27.8149 -4.5418
H -12.2558 26.3787 -3.5004
H -14.1299 27.0119 -2.4255
H -14.4678 26.9724 -4.1205
H -14.4870 29.2447 -3.9488
```

The net charge is -2. The HOMO energy is 1.9194 eV. The spin multiplicity is 1.

=====

Energies in kJ/mol, measured from the most stable structure: (i) 0.0; (ii) 153.5.